one) 11
Properties=species:S:1:pos:R:3 method="wB97M-V/def2-TZVPD" orbital_gap_ev=9.0
C -0.27 -1.39 0.97
C 0.15 -0.37 0.05
C -0.45 0.77 -0.31
C 0.61 1.69 -1.14
H -1.28 -1.39 1.47
H 0.51 -1.56 1.78
H -0.41 -2.33 0.25
H 1.09 -0.48 -0.57
H 0.41 2.86 -1.00
O 1.42 0.96 -1.95
Cl -1.79 1.24 0.44



two) 11
Properties=species:S:1:pos:R:3 method="wB97M-V/def2-TZVPD" orbital_gap_ev=9.4
C 1.05 -0.96 0.55
C 0.40 0.32 0.10
C -0.97 0.47 0.02
C 1.25 1.22 -0.73
H 1.75 -0.40 1.40
H 1.85 -1.33 -0.12
H 0.39 -1.77 0.90
H -1.22 1.32 -0.41
H 0.61 1.90 -1.34
O 2.39 0.96 -1.16
Cl -1.94 -0.80 0.54



Of them, the most stable is two) and the least stable is one).



one) 6
Properties=species:S:1:pos:R:3 method="wB97M-V/def2-TZVPD" orbital_gap_ev="6.7 / 8.0"
C 0.73 -0.68 1.04
C -0.50 0.55 0.64
N -0.04 0.15 1.77
N 0.69 -0.78 -0.28
N -0.37 0.02 -0.54
H -0.51 0.74 -2.62



two) 6
Properties=species:S:1:pos:R:3 method="wB97M-V/def2-TZVPD" orbital_gap_ev="7.8 / 7.8"
C -0.91 1.50 0.79
C -0.74 0.80 -0.34
N -1.23 1.89 1.85
N 1.12 -2.19 -0.39
N 1.99 -2.03 -1.04
H -0.22 0.03 -0.88



Of them, the most stable is two) and the least stable is one).



one) 18
Properties=species:S:1:pos:R:3 method="wB97M-V/def2-TZVPD" orbital_gap_ev=8.2
C 0.62 0.13 -0.31
C 0.20 0.37 -1.74
C 0.10 0.93 0.72
N -0.81 1.96 0.39
C 0.21 0.49 2.06
O 1.84 -0.41 -0.11
O 0.55 -0.67 2.40
C -0.38 -2.04 0.28
C -1.08 -2.61 -0.52
H 2.04 -1.04 -0.81
H 0.07 -1.61 1.35
H -0.40 2.70 -0.16
H -1.30 2.33 1.19
H -0.26 1.15 2.82
H -0.88 0.50 -1.79
H 0.51 -0.46 -2.37
H 0.68 1.28 -2.11
H -1.72 -3.00 -1.27



two) 18
Properties=species:S:1:pos:R:3 method="wB97M-V/def2-TZVPD" orbital_gap_ev=9.3 smiles="C=C(C)/N=C(/O)C(C)=O"
C 0.52 0.70 1.77
C 0.82 -1.91 -0.62
C -1.47 0.37 0.18
C -0.39 1.28 0.73
C 0.13 -0.65 -1.05
C 0.62 0.12 -2.04
O -2.71 0.75 0.52
N -1.23 -0.55 -0.69
O -0.49 2.49 0.52
H -2.69 1.60 0.99
H 1.55 0.71 1.41
H 0.45 1.30 2.68
H 0.24 -0.33 2.02
H 1.74 -2.10 -1.18
H 1.08 -1.87 0.44
H 0.17 -2.78 -0.77
H 0.09 1.00 -2.39
H 1.57 -0.11 -2.51



three) 18
Properties=species:S:1:pos:R:3 method="wB97M-V/def2-TZVPD" orbital_gap_ev=9.0 smiles="[H]/N=C(/C)C(=O)/C=C(/C)O"
C 0.31 -2.41 -0.42
C -1.41 1.61 -0.87
C 1.02 1.24 0.05
C 0.54 -1.10 0.27
C -0.52 1.54 0.33
C 1.32 -0.13 -0.28
O 0.20 -1.07 1.60
N -0.92 1.93 1.50
O 1.82 2.15 0.21
H -0.10 -1.94 1.89
H -0.13 1.89 2.16
H 2.07 -0.32 -1.03
H 0.98 -3.17 0.00
H 0.52 -2.35 -1.49
H -0.71 -2.76 -0.28
H -2.43 1.92 -0.64
H -1.05 2.32 -1.62
H -1.50 0.64 -1.37



Of them, the most stable is two) and the least stable is one).



one) 18
Properties=species:S:1:pos:R:3 method="wB97M-V/def2-TZVPD" orbital_gap_ev=10.8 smiles=C1N[C@H]1[C@H]1O[C@H]1[C@H]1CO1
C 1.44 -0.88 -0.69
C 1.32 -0.29 0.67
C 0.64 1.00 0.63
C -0.70 1.25 0.10
C -1.58 0.21 -0.53
C -1.99 -1.00 0.22
H 1.00 -0.29 -1.44
H 1.32 -1.96 -0.70
H 2.74 0.62 -0.42
H 1.25 -0.94 1.58
H 0.93 1.72 1.38
H -1.29 2.12 0.42
H -1.50 0.18 -1.63
H -1.72 -1.19 1.32
H -2.14 -1.92 -0.33
N 2.64 -0.37 -0.03
O 0.52 1.65 -0.57
O -2.88 0.08 0.04



two) 18
Properties=species:S:1:pos:R:3 method="wB97M-V/def2-TZVPD" orbital_gap_ev=8.9 smiles="C[N+]1(C)CC(=O)C=C1[O-]"
C 1.71 -1.02 0.10
C 2.01 0.32 0.13
C 0.43 -1.33 -0.11
C 0.70 1.08 -0.24
C -0.94 0.23 1.25
C -1.57 -0.02 -1.05
N -0.40 0.11 -0.09
O 3.06 0.86 0.30
O -0.18 -2.35 -0.17
H 2.48 -1.87 0.14
H 0.62 2.02 0.31
H 0.90 1.36 -1.36
H -1.08 1.21 1.47
H -1.96 -0.28 1.33
H -0.17 -0.18 1.84
H -2.08 0.95 -1.35
H -1.20 -0.52 -1.93
H -2.32 -0.57 -0.56



three) 18
Properties=species:S:1:pos:R:3 method="wB97M-V/def2-TZVPD" orbital_gap_ev=8.5
C 0.37 -0.45 -1.24
C -0.31 1.25 2.15
C -0.39 -1.32 -2.23
C -0.45 0.09 -0.10
C 0.24 0.85 0.81
O -1.63 -0.53 0.12
O 1.25 1.66 0.31
C 1.32 -1.20 -0.37
N 2.00 -2.01 0.10
H -1.93 -0.37 1.02
H 1.68 2.13 1.04
H 0.92 0.37 -1.71
H -0.39 2.34 2.21
H -1.30 0.86 2.35
H 0.35 0.91 2.95
H -0.78 -2.21 -1.73
H 0.27 -1.61 -3.05
H -1.23 -0.76 -2.63



Of them, the most stable is three) and the least stable is one).



one) 18
Properties=species:S:1:pos:R:3 method="wB97M-V/def2-TZVPD" orbital_gap_ev=10.3
C -2.08 1.25 0.31
C -0.92 0.45 -0.45
C 0.27 0.95 -1.19
C 1.24 -0.32 -0.75
C -0.39 -0.81 0.10
C 0.99 -0.42 0.74
H -1.72 1.43 1.40
H -2.01 2.28 -0.10
H -3.02 0.91 0.01
H 0.42 1.97 -1.62
H 2.22 -0.29 -1.29
H -1.25 -1.31 0.66
H 1.06 0.41 1.42
H 1.73 -2.41 0.64
H 2.44 -1.30 1.62
N 1.50 -1.61 1.33
O -0.88 0.32 -1.85
O 0.40 -1.50 -0.97



two) 18
Properties=species:S:1:pos:R:3 method="wB97M-V/def2-TZVPD" orbital_gap_ev=9.3 smiles="CC1=C(O)CNC(=O)C1"
C -0.73 0.37 1.73
C 0.09 -1.31 -0.72
C 1.44 0.66 -1.50
N -1.39 -0.82 1.26
C -1.25 -1.41 -0.08
C 0.09 0.85 0.58
C 0.40 0.14 -0.53
O 0.43 2.16 0.76
O -2.06 -2.27 -0.38
H 0.97 2.47 0.02
H -2.29 -0.98 1.69
H -1.48 1.13 1.99
H -0.12 0.19 2.62
H -0.07 -1.52 -1.79
H 0.82 -2.04 -0.36
H 2.41 0.81 -1.02
H 1.13 1.61 -1.95
H 1.60 -0.03 -2.32



three) 18
Properties=species:S:1:pos:R:3 method="wB97M-V/def2-TZVPD" orbital_gap_ev=8.0 smiles="CC(N)=C=O.C#COC"
C -1.07 0.02 -0.31
C 2.28 1.30 0.42
C -1.97 -0.77 0.62
C -0.90 1.35 0.00
N -1.30 -0.29 -1.71
O 1.46 0.62 -0.52
C 0.98 -0.61 -0.09
C 1.36 -1.74 0.27
O -0.93 2.42 0.44
H -0.67 0.23 -2.30
H -1.08 -1.28 -1.84
H 3.16 0.69 0.64
H 2.53 2.26 -0.03
H 1.76 1.47 1.37
H -1.95 -0.36 1.63
H -1.59 -1.79 0.68
H -2.99 -0.81 0.24
H 0.92 -2.69 0.48



Of them, the most stable is two) and the least stable is three).



one) 13
Properties=species:S:1:pos:R:3 method="wB97M-V/def2-TZVPD" orbital_gap_ev=9.5 smiles="CC[P@@](O)(=S)S"
C 0.98 0.91 1.01
C 0.46 -0.52 0.81
O -1.60 0.77 -0.85
P -0.12 -0.63 -0.89
S 1.22 -0.28 -2.27
S -1.44 -2.33 -1.15
H 1.90 1.12 1.48
H 1.17 1.50 0.07
H 0.23 1.60 1.50
H -0.27 -0.86 1.57
H 1.24 -1.14 0.95
H -1.46 1.30 -1.59
H -2.31 -1.44 -0.64



two) 13
Properties=species:S:1:pos:R:3 method="wB97M-V/def2-TZVPD" orbital_gap_ev=9.7 smiles="CO[P@H](=S)SC"
C -1.16 -1.83 0.09
C 0.20 2.19 0.51
O 0.24 -1.56 0.03
P 0.96 -0.46 -0.80
S 2.73 -0.16 -0.10
S -0.46 1.17 -0.85
H -1.32 -2.30 1.19
H -1.44 -2.51 -0.63
H -1.69 -0.82 0.08
H -0.10 3.28 0.42
H 1.40 2.23 0.64
H -0.16 1.75 1.49
H 0.81 -0.97 -2.07



three) 13
Properties=species:S:1:pos:R:3 method="wB97M-V/def2-TZVPD" orbital_gap_ev=9.1
C 0.90 -2.65 -0.11
C -0.96 2.51 -0.89
O 1.00 -1.24 -0.36
P 0.04 0.16 0.99
S -1.80 -0.12 1.42
S 0.52 2.00 0.09
H 1.66 -2.88 0.56
H 1.24 -3.01 -1.08
H -0.05 -3.02 0.29
H -1.08 1.76 -1.67
H -0.60 3.54 -1.20
H -1.76 2.79 -0.17
H 0.90 0.15 2.14



Of them, the most stable is two) and the least stable is three).



one) 20
Properties=species:S:1:pos:R:3 method="wB97M-V/def2-TZVPD" orbital_gap_ev=11.5 smiles=CCCCC.O
C -2.18 -1.00 0.31
C -0.73 -1.10 -0.38
C 0.30 -0.14 0.25
C 1.78 -0.59 -0.20
C 2.86 0.57 0.14
H -1.56 1.10 -0.73
H -2.52 2.34 -0.20
H -2.08 -1.13 1.34
H -2.69 0.03 0.19
H -2.85 -1.84 -0.03
H -0.94 -0.87 -1.49
H -0.29 -2.14 -0.27
H 0.07 0.95 0.03
H 0.37 -0.26 1.30
H 1.90 -0.86 -1.36
H 2.06 -1.49 0.49
H 2.97 0.77 1.22
H 3.93 0.24 -0.19
H 2.56 1.52 -0.41
O -1.64 1.90 -0.08



two) 20
Properties=species:S:1:pos:R:3 method="wB97M-V/def2-TZVPD" orbital_gap_ev=11.1
C 1.89 -1.62 0.20
C 1.66 -0.25 -0.22
C 0.17 0.06 0.25
C -0.12 1.45 -0.22
C -1.31 2.39 0.17
H 2.58 -1.76 1.29
H 0.97 -2.30 0.10
H 2.67 -2.01 -0.56
H 1.66 -0.16 -1.34
H 2.51 0.40 0.23
H -0.45 -0.76 -0.48
H 0.12 -0.13 1.36
H -0.05 1.32 -1.29
H 0.81 2.17 -0.19
H -1.08 2.57 1.30
H -1.42 3.34 -0.31
H -2.53 1.81 0.35
H -2.84 -1.83 -0.90
H -2.17 -2.56 0.27
O -3.06 -2.13 0.00



Of them, the most stable is one) and the least stable is two).



one) 14
Properties=species:S:1:pos:R:3 method="wB97M-V/def2-TZVPD" charge=-1 orbital_gap_ev=6.1 smiles=N[C@@H](C[O-])CS
C 1.36 -0.54 -0.79
O 1.06 -1.75 -1.22
C 0.36 -0.11 0.45
C -0.75 0.73 -0.17
S -1.82 1.70 1.04
N -0.11 -1.34 1.06
H 1.41 0.38 -1.42
H 2.33 -0.49 -0.25
H 0.94 0.49 1.16
H -0.30 1.55 -0.73
H -1.42 0.20 -0.85
H -2.25 2.67 0.21
H -1.10 -1.46 1.13
H 0.29 -2.04 0.38



two) 14
Properties=species:S:1:pos:R:3 method="wB97M-V/def2-TZVPD" charge=-1 orbital_gap_ev=5.8 smiles=N[C@@H](C[O-])CS
C -0.53 -1.60 0.09
O -1.43 -1.55 1.16
C -0.33 -0.02 -0.27
C 0.63 0.51 0.78
S 1.37 2.38 0.62
N 0.09 0.13 -1.69
H -0.81 -2.12 -0.85
H 0.46 -2.05 0.27
H -1.34 0.44 -0.19
H -0.05 0.62 1.64
H 1.49 -0.22 0.85
H 1.06 2.80 1.86
H -0.57 -0.44 -2.36
H -0.04 1.11 -1.92



Of them, the most stable is one) and the least stable is two).